[1]
Density functional theory data (wB97M-V/def2-TZVPD) for the molecule C21H29N5O in a non-equilibrium geometry.

Computed properties:
Structure (SMILES)   CCCc1nc2oc3c(NCCCN(C)C)ncnc3c2c2c1CCCC2
HOMO level   -8.335 eV
Frontier orbital gap   8.8 eV

Each line ends with the Mulliken charge.
Atoms and positions in Å:
C1 -5.1224 0.9468 4.6219  -1.31
C2 -3.7292 0.9923 4.0088  -0.22
H1 -3.2800 -0.0016 4.0361  0.33
H2 -3.0930 1.6590 4.5954  0.31
C3 -3.7734 1.4652 2.5500  -1.14
C4 -2.3926 1.5014 1.9618  -0.16
N1 -2.0210 0.3568 1.3963  -0.72
C5 -0.8115 0.3229 0.8834  -0.55
C6 0.0939 1.4014 0.8855  0.76
C7 -0.2951 2.6027 1.4759  0.93
C8 -1.5696 2.6412 2.0360  0.90
C9 -2.0778 3.9085 2.6738  -0.69
C10 -0.9580 4.8966 2.9891  -1.02
C11 -0.0580 5.0742 1.7731  -0.97
C12 0.6543 3.7582 1.4907  -0.90
H3 1.1933 3.7851 0.5420  0.47
H4 1.4023 3.5687 2.2671  0.35
H5 0.6744 5.8635 1.9489  0.39
H6 -0.6637 5.3612 0.9107  0.35
H7 -1.3928 5.8521 3.2891  0.37
H8 -0.3627 4.5214 3.8246  0.35
H9 -2.6195 3.6741 3.5910  0.32
H10 -2.7882 4.3791 1.9851  0.34
C13 1.2560 0.9149 0.2031  -0.03
N2 2.4262 1.4877 -0.1091  -0.51
C14 3.2477 0.6984 -0.7654  -0.52
N3 3.0599 -0.5565 -1.1456  -0.51
C15 1.9042 -1.1567 -0.8448  -0.20
N4 1.7063 -2.4500 -1.1738  -0.21
C16 2.5829 -3.1577 -2.0755  -0.82
H11 3.5863 -2.7639 -1.9051  0.33
C17 2.2015 -2.9478 -3.5457  -0.88
H12 2.1561 -1.8719 -3.7188  0.36
H13 2.9863 -3.3497 -4.1860  0.47
C18 0.8683 -3.5956 -3.9486  -0.55
N5 1.0623 -4.7750 -4.7764  -0.07
C19 -0.1625 -5.1574 -5.4474  -1.02
H14 0.0401 -6.0064 -6.0985  0.33
H15 -0.5115 -4.3282 -6.0611  0.33
H16 -0.9655 -5.4384 -4.7469  0.36
C20 1.6112 -5.8889 -4.0326  -0.99
H17 0.9610 -6.2036 -3.1992  0.33
H18 2.5872 -5.6198 -3.6352  0.25
H19 1.7400 -6.7345 -4.7065  0.37
H20 0.2905 -2.8839 -4.5424  0.38
H21 0.2699 -3.8344 -3.0492  0.36
H22 2.5560 -4.2166 -1.8097  0.46
H23 0.7666 -2.7959 -1.0538  0.31
C21 0.9491 -0.4066 -0.1421  1.36
O1 -0.3042 -0.7729 0.2674  -0.56
H24 4.2036 1.1254 -1.0396  0.45
H25 -4.2502 2.4435 2.4891  0.42
H26 -4.3622 0.7509 1.9736  0.49
H27 -5.5785 1.9348 4.6119  0.32
H28 -5.7625 0.2691 4.0620  0.33
H29 -5.0743 0.6019 5.6522  0.37

---

[2]
Density functional theory data (wB97M-V/def2-TZVPD) for the molecule C5H13NO2S2 in a non-equilibrium geometry.

Computed properties:
Structure (SMILES)   COC[C@H](C)N[S@@](C)(=O)=S
HOMO level   -9.268 eV
Frontier orbital gap   9.7 eV

Each line ends with the Mulliken charge.
Atoms and positions in Å:
C1 1.0615 -2.3618 0.5970  -1.53
C2 -1.2539 1.7588 1.7478  -0.80
C3 -0.0315 1.7070 -1.7990  -0.62
C4 -0.0725 -0.1973 1.1909  -0.79
C5 -0.1535 -1.4748 0.3408  0.23
N1 -0.3070 -1.2704 -1.0725  -0.61
O1 2.0398 0.1832 -1.2385  -0.57
O2 -1.1443 0.6679 0.8659  -0.41
S1 0.9124 -0.3901 -3.8336  -0.32
S2 0.8152 0.1011 -1.9929  0.81
H1 1.9715 -1.8295 0.3361  0.33
H2 0.9885 -3.2513 -0.0221  0.36
H3 1.0979 -2.6564 1.6426  0.41
H4 -2.0321 2.4104 1.3486  0.27
H5 -0.3085 2.3126 1.8107  0.34
H6 -1.5392 1.4268 2.7538  0.33
H7 -0.6102 1.6771 -0.8836  0.09
H8 0.7634 2.4415 -1.7360  0.31
H9 -0.6584 1.8742 -2.6649  0.41
H10 -0.1273 -0.4774 2.2528  0.53
H11 0.8874 0.3060 1.0131  0.39
H12 -1.0629 -2.0167 0.6445  0.46
H13 -1.2365 -0.9410 -1.3016  0.37